No. 1
C4H6Se | ωB97M-V/def2-TZVPD

The geometry in ORCA input format:
```
! RIJCOSX wB97M-V def2-TZVPD def2/J DEFGRID3
* xyz 0 1
C 2.55 -0.63 0.86
C 1.76 -0.42 -0.05
C -1.23 0.83 0.86
C -0.53 -0.57 -1.48
Se -1.59 -0.90 -0.13
H 3.50 -1.00 1.18
H -2.13 1.54 0.74
H -1.02 0.77 1.84
H -0.30 1.19 0.36
H -0.55 -1.25 -2.28
H -0.46 0.44 -1.87
*
```

* M: 133.1 g mol⁻¹
* gap between HOMO and LUMO (alpha / beta): 6.984 / 7.084 eV
* relative energy (zero: lowest compared OMol25 entry of this formula, charge and spin): 134.3 kcal/mol

Results of the Löwdin charge analysis, in e, for atoms 1 through 4: number 1, C, carries -0.176; number 2, C, carries -0.157; number 3, C, carries -0.303; number 4, C, carries -0.398

No. 2
C4H6Si2 | ωB97M-V/def2-TZVPD

The geometry in ORCA input format:
```
! RIJCOSX wB97M-V def2-TZVPD def2/J DEFGRID3
* xyz 0 1
C -1.19 1.20 -0.95
C -0.12 0.52 -0.57
C 0.31 -0.69 0.34
C 0.90 -1.87 0.55
Si 0.05 -1.27 2.18
Si 0.20 2.02 -1.89
H -2.34 1.20 -0.84
H 1.33 -2.63 -0.12
H -1.26 -1.94 2.56
H 0.85 -1.31 3.39
H 0.70 1.34 -3.09
H 0.57 3.43 -1.56
*
```

* M: 110.3 g mol⁻¹
* gap between HOMO and LUMO: 8.607 eV
* SMILES: C1=C(C2=C[SiH2]2)[SiH2]1
* relative energy (zero: lowest compared OMol25 entry of this formula, charge and spin): 34.2 kcal/mol

Results of the Löwdin charge analysis, in e, for atoms 1 through 4: number 1, C, carries -0.294; number 2, C, carries -0.327; number 3, C, carries -0.346; number 4, C, carries -0.203

No. 3
C4H7BO3 | ωB97M-V/def2-TZVPD

The geometry in ORCA input format:
```
! RIJCOSX wB97M-V def2-TZVPD def2/J DEFGRID3
* xyz 0 1
C -1.90 -1.67 -0.49
C -1.16 -0.67 -0.11
C -0.48 0.42 -0.03
C -1.07 1.76 0.16
O 0.85 0.62 -0.24
B 1.94 -0.12 0.05
O 2.00 -1.18 0.87
O 3.12 0.31 -0.56
H -2.20 -1.81 -1.57
H -2.45 -2.48 0.00
H -1.86 1.80 0.94
H -1.74 1.87 -0.74
H -0.23 2.42 0.47
H 1.19 -1.51 1.38
H 3.99 0.23 -0.11
*
```

* M: 113.9 g mol⁻¹
* gap between HOMO and LUMO: 9.500 eV
* SMILES: C=C=C(C)OB(O)O
* relative energy (zero: lowest compared OMol25 entry of this formula, charge and spin): 0.0 kcal/mol

Results of the Löwdin charge analysis, in e, for atoms 1 through 4: number 1, C, carries 0.011; number 2, C, carries -0.049; number 3, C, carries -0.362; number 4, C, carries -0.013

No. 4
C4H7BaO3 | ωB97M-V/def2-TZVPD

The geometry in ORCA input format:
```
! RIJCOSX wB97M-V def2-TZVPD def2/J DEFGRID3
* xyz 0 2
H 2.84 0.44 -0.89
O 0.05 -1.04 0.34
C -0.72 0.02 0.35
O -0.34 1.18 0.48
O -1.97 -0.33 0.17
C -2.92 0.71 -0.09
H -2.93 1.42 0.74
H -2.67 1.22 -1.02
H -3.88 0.20 -0.17
C 1.46 -0.86 0.48
H 1.81 -1.02 1.51
C 2.24 -1.15 -0.64
H 1.75 -1.61 -1.51
H 3.26 -1.47 -0.42
Ba 2.03 2.30 0.68
*
```

* M: 240.4 g mol⁻¹
* gap between HOMO and LUMO (alpha / beta): 4.347 / 6.482 eV
* relative energy (zero: lowest compared OMol25 entry of this formula, charge and spin): 54.7 kcal/mol

Results of the Löwdin charge analysis, in e, for atoms 1 through 4: number 1, H, carries -0.108; number 2, O, carries 0.026; number 3, C, carries -0.637; number 4, O, carries -0.209

No. 5
C4H7Br2OP | ωB97M-V/def2-TZVPD

The geometry in ORCA input format:
```
! RIJCOSX wB97M-V def2-TZVPD def2/J DEFGRID3
* xyz 0 1
O 0.76 -2.29 -0.01
P -0.27 -1.29 -0.02
Br -2.21 -2.28 0.16
C -0.52 -0.28 -1.44
C -0.87 0.99 -1.06
C -0.73 1.28 0.45
C -0.01 0.15 1.00
H -0.50 -0.67 -2.56
H -1.32 1.73 -1.72
H -0.33 2.31 0.44
H -1.79 1.36 0.88
H 0.99 0.45 0.88
H -0.19 0.01 2.05
Br 3.34 -0.08 0.42
H 3.66 -1.41 0.52
*
```

* M: 261.9 g mol⁻¹
* gap between HOMO and LUMO: 10.487 eV
* SMILES: O=[P@]1(Br)C=CCC1.Br
* relative energy (zero: lowest compared OMol25 entry of this formula, charge and spin): 30.8 kcal/mol

Results of the Löwdin charge analysis, in e, for atoms 1 through 4: number 1, O, carries -0.398; number 2, P, carries 0.193; number 3, Br, carries 0.423; number 4, C, carries -0.236

No. 6
C4H7Br3O2 | ωB97M-V/def2-TZVPD

The geometry in ORCA input format:
```
! RIJCOSX wB97M-V def2-TZVPD def2/J DEFGRID3
* xyz 0 3
C 1.70 -1.07 -0.49
C 1.63 0.49 -0.66
C 0.21 0.97 -0.38
C -2.72 -0.21 0.71
O -2.26 -0.83 1.78
O -2.92 0.95 0.55
Br 0.18 1.24 1.55
Br -0.09 2.69 -1.33
Br -2.90 -1.45 -0.76
H 0.95 -1.52 -0.95
H 1.66 -1.22 0.66
H 2.70 -1.53 -0.69
H 2.32 0.95 -0.09
H 1.86 0.62 -1.77
H -1.90 -0.22 2.40
H -0.42 0.14 -0.53
*
```

* M: 326.8 g mol⁻¹
* gap between HOMO and LUMO (alpha / beta): 6.065 / 6.061 eV

Results of the Löwdin charge analysis, in e, for atoms 1 through 4: number 1, C, carries -0.094; number 2, C, carries -0.402; number 3, C, carries -1.109; number 4, C, carries -1.009

No. 7
C4H7BrMgN | ωB97M-V/def2-TZVPD

The geometry in ORCA input format:
```
! RIJCOSX wB97M-V def2-TZVPD def2/J DEFGRID3
* xyz 0 2
Mg 19.21 7.53 32.88
Br 17.78 6.12 31.74
C 12.42 4.22 31.15
C 13.68 5.22 31.17
C 14.00 5.78 32.54
C 12.92 6.63 33.08
N 12.09 7.32 33.49
H 12.28 3.93 30.10
H 11.49 4.69 31.45
H 12.58 3.31 31.73
H 13.49 6.03 30.46
H 14.54 4.67 30.79
H 14.93 6.32 32.36
H 14.23 4.98 33.24
*
```

* M: 173.3 g mol⁻¹
* gap between HOMO and LUMO (alpha / beta): 7.411 / 8.890 eV
* relative energy (zero: lowest compared OMol25 entry of this formula, charge and spin): 2.5 kcal/mol

Results of the Löwdin charge analysis, in e, for atoms 1 through 4: number 1, Mg, carries 0.271; number 2, Br, carries -0.178; number 3, C, carries -0.086; number 4, C, carries -0.243

No. 8
C4H7BrN | ωB97M-V/def2-TZVPD

The geometry in ORCA input format:
```
! RIJCOSX wB97M-V def2-TZVPD def2/J DEFGRID3
* xyz 1 1
C 1.38 0.38 0.27
C -1.72 -1.52 -0.56
C 0.30 -0.41 -0.09
C -1.07 -0.30 -0.44
N 1.49 2.50 0.72
Br 2.40 3.62 -0.48
H -2.82 -1.47 -0.88
H -1.18 -2.18 -1.18
H -1.97 -1.84 0.53
H 2.13 -0.18 0.88
H 0.44 -1.52 0.08
H 2.26 2.31 1.46
H -1.64 0.62 -0.31
*
```

* M: 149.0 g mol⁻¹
* gap between HOMO and LUMO (alpha / beta): 6.788 / 6.526 eV
* relative energy (zero: lowest compared OMol25 entry of this formula, charge and spin): 141.4 kcal/mol

Results of the Löwdin charge analysis, in e, for atoms 1 through 4: number 1, C, carries 0.187; number 2, C, carries -0.072; number 3, C, carries -0.137; number 4, C, carries -0.004

No. 9
C4H7BrN2O2 | ωB97M-V/def2-TZVPD

The geometry in ORCA input format:
```
! RIJCOSX wB97M-V def2-TZVPD def2/J DEFGRID3
* xyz 0 1
C 0.00 0.33 1.16
C 0.79 0.45 -0.06
C -0.20 0.21 -1.20
C -1.44 1.51 -1.38
Br -1.02 3.16 -1.90
N -2.54 1.03 -1.02
O -2.47 -0.23 -0.69
N -1.19 -0.80 -1.00
O -1.38 -1.51 -2.26
H -0.74 1.07 1.45
H 0.49 0.15 2.21
H -0.77 -0.57 1.09
H 1.63 -0.27 -0.12
H 1.23 1.61 -0.12
H 0.29 -0.09 -2.18
H -1.56 -2.44 -1.94
*
```

* M: 195.0 g mol⁻¹
* gap between HOMO and LUMO: 10.157 eV
* SMILES: CC[C@@H]1C(Br)=NON1O
* relative energy (zero: lowest compared OMol25 entry of this formula, charge and spin): 114.8 kcal/mol

Results of the Löwdin charge analysis, in e, for atoms 1 through 4: number 1, C, carries -0.172; number 2, C, carries -0.234; number 3, C, carries -0.229; number 4, C, carries -0.775

No. 10
C4H7BrN2P | ωB97M-V/def2-TZVPD

The geometry in ORCA input format:
```
! RIJCOSX wB97M-V def2-TZVPD def2/J DEFGRID3
* xyz 1 1
P -1.85 2.31 0.17
C -0.85 0.79 -0.06
N -1.28 -0.47 0.00
C -0.22 -1.33 0.05
C 0.90 -0.55 0.01
C 2.45 -0.95 0.32
Br 3.61 0.43 -0.43
N 0.49 0.74 -0.05
H -3.00 1.76 -0.38
H -1.42 2.91 -1.01
H -2.25 -0.76 0.04
H -0.33 -2.39 0.08
H 2.68 -1.90 -0.16
H 2.59 -0.98 1.39
H 1.12 1.54 -0.09
*
```

* M: 194.0 g mol⁻¹
* gap between HOMO and LUMO: 10.271 eV
* SMILES: Pc1[nH]cc(CBr)[nH+]1
* relative energy (zero: lowest compared OMol25 entry of this formula, charge and spin): 0.0 kcal/mol

Results of the Löwdin charge analysis, in e, for atoms 1 through 4: number 1, P, carries 0.933; number 2, C, carries -0.525; number 3, N, carries 0.101; number 4, C, carries -0.002

No. 11
C4H7BrN3O2 | ωB97M-V/def2-TZVPD

The geometry in ORCA input format:
```
! RIJCOSX wB97M-V def2-TZVPD def2/J DEFGRID3
* xyz 1 1
C 0.18 0.28 -1.97
C -1.01 0.78 -1.99
C -1.12 -0.94 -0.38
C 1.18 -0.23 0.17
N -1.86 0.08 -0.98
N 0.34 -0.50 -0.81
N 1.90 0.89 0.15
O -1.28 -1.94 0.22
O 1.40 -1.06 1.14
Br -0.56 0.50 4.21
H 0.95 0.17 -2.66
H -1.59 1.36 -2.56
H -2.76 -0.26 -0.93
H 1.88 1.32 -0.69
H 2.86 0.75 0.35
H -1.36 0.71 5.30
H 0.86 -1.90 1.41
*
```

* M: 209.0 g mol⁻¹
* gap between HOMO and LUMO: 9.830 eV
* relative energy (zero: lowest compared OMol25 entry of this formula, charge and spin): 12.4 kcal/mol

Results of the Löwdin charge analysis, in e, for atoms 1 through 4: number 1, C, carries -0.047; number 2, C, carries 0.061; number 3, C, carries -0.354; number 4, C, carries -0.402

No. 12
C4H7BrO2P | ωB97M-V/def2-TZVPD

The geometry in ORCA input format:
```
! RIJCOSX wB97M-V def2-TZVPD def2/J DEFGRID3
* xyz -1 1
C 0.46 1.08 2.77
C 0.80 0.27 1.79
C -0.14 -1.48 -1.30
C -1.09 -0.30 -1.42
O -0.74 2.34 -0.54
O 1.29 1.25 -1.61
P 0.06 1.10 -0.87
Br 1.79 -1.50 1.98
H 0.80 1.12 3.73
H -0.20 1.87 2.50
H -0.05 -1.91 -0.29
H -0.61 -2.23 -1.90
H 0.75 -1.24 -1.71
H -1.81 -0.28 -0.70
H -1.32 -0.10 -2.45
*
```

* M: 198.0 g mol⁻¹
* gap between HOMO and LUMO: 7.374 eV
* relative energy (zero: lowest compared OMol25 entry of this formula, charge and spin): 53.0 kcal/mol

Results of the Löwdin charge analysis, in e, for atoms 1 through 4: number 1, C, carries -0.219; number 2, C, carries -0.629; number 3, C, carries -0.194; number 4, C, carries -0.266